The following is a quantum chemistry calculation of a cluster of 2 separate species, CH7NS2 in total, from the Open Molecules 2025 dataset.

## Properties
Net charge ... 0
2S+1 ... 1
SMILES string ... CSS.N
Relative energy (zero: lowest compared OMol25 entry of this formula, charge and spin) ... 14.25 kcal per mole
LUMO level ... 0.271 eV

Last columns: bonded neighbours and bond lengths (Å).
Positions of all 11 atoms, in Å:
1 S 0.11131 -0.70717 -0.43370  S2 2.133, C4 1.805
2 S -0.24613 1.07421 -1.55104  S1 2.133, H11 1.326
3 N -1.45344 -0.38155 3.02878  H7 1.019, H9 1.017, H10 1.023
4 C 1.78312 -0.47794 0.20732  S1 1.805, H5 1.075, H6 1.074, H8 1.080
5 H 2.21605 0.41593 -0.20333  C4 1.075
6 H 2.41114 -1.24506 -0.20477  C4 1.074
7 H -2.34244 -0.88034 3.03238  N3 1.019
8 H 1.86631 -0.43658 1.28282  C4 1.080
9 H -0.93178 -0.70638 3.83884  N3 1.017
10 H -0.99834 -0.84577 2.23916  N3 1.023
11 H 0.87543 1.60214 -1.08118  S2 1.326